Computed, not measured: a cluster of 3 separate species, C4H13NO3 in total at a distorted geometry, with wB97M-V/def2-TZVPD.

Its LUMO energy is 0.0207 Ha. The maximum force comes out at 1.53 eV/Å. The calculation puts the molar mass at 123.15 g/mol. Its HOMO-LUMO gap is 9.6697 eV. The value obtained for the calculated total energy is -11991.223 eV. The spin multiplicity is 1.

Each atom is followed by the atoms it is bonded to, with distances in Å.
Cartesian coordinates (Å):
1 C 1.43 0.30 -1.29  C2 1.526, H7 1.085, H8 1.082, H9 1.084
2 C 0.58 0.98 -0.22  C1 1.526, O3 1.218, N4 1.373
3 O -0.04 2.00 -0.48  C2 1.218
4 N 0.46 0.36 1.00  C2 1.373, C5 1.441, C6 1.448
5 C -0.54 0.82 1.93  N4 1.441, H10 1.087, H11 1.077, H12 1.088
6 C 1.41 -0.60 1.52  N4 1.448, H13 1.068, H14 1.084, H15 1.083
7 H 1.70 1.06 -2.01  C1 1.085
8 H 2.21 -0.20 -0.73  C1 1.082
9 H 0.80 -0.44 -1.79  C1 1.084
10 H -1.21 0.03 2.25  C5 1.087
11 H -1.22 1.46 1.39  C5 1.077
12 H -0.10 1.31 2.79  C5 1.088
13 H 0.91 -1.07 2.34  C6 1.068
14 H 1.60 -1.38 0.80  C6 1.084
15 H 2.32 -0.20 1.96  C6 1.083
16 O -1.58 -2.13 0.88  H17 0.952, H18 0.963
17 H -1.96 -1.26 0.99  O16 0.952
18 H -1.11 -2.30 0.05  O16 0.963
19 O -1.14 -0.93 -2.84  H20 0.962, H21 0.962
20 H -2.00 -1.19 -3.19  O19 0.962
21 H -0.71 -0.44 -3.54  O19 0.962

natural (NBO) atomic charge list, values in e, 6 entries: C -0.72; C 0.70; O -0.63; N -0.45; C -0.42; C -0.41